The following is a DFT calculation (the ωB97M-V functional and the def2-TZVPD basis) of a structure of composition C46H53N14O3Se2TeY.

```
120
Properties=species:S:1:pos:R:3:lowdin_charge:R:1
Y -0.30150 -0.23353 -0.08261 1.33
N -2.44079 1.51325 1.70502 0.03
N -3.01132 2.48908 0.86382 -0.01
C -2.31472 2.73848 -0.29980 -0.46
N -2.66036 3.81490 -1.03282 0.20
N -1.35739 1.91640 -0.58346 -0.05
N -0.56243 2.11221 -1.71131 -0.40
O 0.46189 1.26388 -1.61053 -0.29
O -1.04118 2.46905 -2.82758 -0.07
H -3.17798 0.96704 2.12784 0.07
H -1.82375 1.90672 2.41293 0.04
H -3.37369 3.32056 1.31254 0.14
H -3.57734 4.20763 -0.90011 0.11
H -2.28223 3.80598 -1.97681 0.09
Se 2.23548 1.68166 3.36989 0.75
Se 1.14105 2.24522 1.37322 0.70
C 2.62884 1.56399 0.34926 -0.68
C 3.75827 2.33861 0.15815 -0.09
C 4.82105 1.77218 -0.53119 -0.04
C 4.70048 0.47333 -0.99017 -0.03
C 3.51358 -0.20695 -0.76178 -0.11
N 2.48729 0.32496 -0.10510 -0.01
C 0.74616 1.10159 4.42027 -0.67
C 1.05141 0.31355 5.52756 -0.10
C 0.03933 0.02471 6.42109 -0.06
C -1.23931 0.50130 6.16563 -0.07
C -1.44428 1.22693 5.00724 -0.15
N -0.47462 1.53834 4.14194 0.02
H 3.79948 3.34838 0.54072 0.11
H 5.72704 2.33876 -0.70026 0.12
H 5.50682 -0.01160 -1.52182 0.11
H 3.38160 -1.22103 -1.11464 0.09
H 2.05875 -0.05368 5.67364 0.11
H 0.24518 -0.56569 7.30479 0.12
H -2.05924 0.31822 6.84613 0.11
H -2.43473 1.60133 4.76775 0.11
N 0.93570 -2.06113 -1.09829 0.13
C 1.50831 -2.94779 -1.57590 -0.23
N 2.13356 -3.92958 -2.15913 -0.06
C 2.05182 -4.06943 -3.62654 -0.13
C 1.50771 -5.44433 -3.97980 -0.16
C 2.38272 -6.56927 -3.38408 -0.18
C 3.31840 -6.05282 -2.28703 -0.17
C 2.60504 -5.09116 -1.35655 -0.12
H 3.04778 -3.92453 -4.04904 0.13
H 1.41290 -3.27149 -4.00422 0.12
H 1.44884 -5.52843 -5.06539 0.12
H 0.48518 -5.51867 -3.60102 0.10
H 2.97215 -7.04784 -4.16615 0.11
H 1.73600 -7.34266 -2.96554 0.11
H 4.18899 -5.55450 -2.71973 0.12
H 3.70251 -6.88143 -1.69275 0.12
H 3.25760 -4.73204 -0.56210 0.09
H 1.74150 -5.58164 -0.89958 0.12
N -1.21401 -0.82347 -2.40875 0.16
C -1.13909 -0.70286 -3.54711 -0.08
C -1.02831 -0.53975 -4.96556 -0.20
C -0.53117 0.66388 -5.46346 -0.01
C -0.40718 0.81237 -6.83499 -0.05
C -0.77414 -0.22040 -7.68748 -0.06
C -1.27127 -1.41518 -7.18017 -0.07
C -1.40076 -1.58268 -5.81337 -0.03
H -0.26842 1.45532 -4.77320 0.10
H -0.02544 1.74017 -7.23851 0.11
H -0.67629 -0.09437 -8.75762 0.11
H -1.56147 -2.21273 -7.85030 0.11
H -1.79173 -2.50386 -5.40080 0.12
C -3.77183 -0.10116 -1.44486 -0.02
C -3.52446 -1.31458 -0.59648 -0.79
O -4.31403 -2.27549 -0.71499 -0.14
N -2.52912 -1.35920 0.31646 -0.27
Te -3.27082 -2.97948 1.35909 1.94
C -1.83103 -3.31773 2.86786 -0.35
C -2.19022 -2.78181 4.11062 -0.31
C -3.34395 -1.82370 4.28569 -0.09
C -1.46463 -3.14864 5.23722 -0.01
C -0.41789 -4.05420 5.16541 -0.25
C 0.38693 -4.42273 6.37746 -0.03
C -0.09725 -4.58933 3.92518 0.00
C -0.77082 -4.22631 2.76701 -0.29
C -0.27919 -4.81088 1.47551 -0.04
C -3.08931 -4.87583 0.42028 -0.32
C -3.53728 -5.92766 1.22770 -0.30
C -4.07754 -5.73279 2.62300 -0.06
C -3.47403 -7.22274 0.72100 0.00
C -2.99341 -7.48984 -0.55102 -0.25
C -2.95472 -8.89171 -1.09119 -0.04
C -2.56676 -6.41860 -1.32595 0.00
C -2.60683 -5.10681 -0.87101 -0.28
C -2.11035 -4.02745 -1.78846 -0.06
H -4.75455 0.28583 -1.17136 0.10
H -3.81823 -0.40475 -2.48892 0.09
H -3.02387 0.67005 -1.32168 0.02
H -3.32586 -1.01526 3.55073 0.05
H -3.30118 -1.36636 5.27198 0.07
H -4.30707 -2.33358 4.20064 0.08
H -1.73208 -2.71704 6.19523 0.12
H 0.01402 -3.92484 7.27185 0.08
H 1.43182 -4.14048 6.23163 0.09
H 0.36245 -5.49933 6.55109 0.09
H 0.73529 -5.28015 3.84565 0.13
H 0.79662 -4.96987 1.54534 0.08
H -0.47539 -4.15856 0.62795 0.05
H -0.74800 -5.77716 1.27205 0.09
H -4.90479 -5.01834 2.64283 0.07
H -3.30526 -5.38096 3.31094 0.07
H -4.45993 -6.67475 3.01060 0.09
H -3.81395 -8.04200 1.34408 0.12
H -3.07338 -9.62620 -0.29644 0.08
H -2.01317 -9.08948 -1.60427 0.08
H -3.75926 -9.04514 -1.81272 0.09
H -2.18644 -6.60744 -2.32527 0.12
H -1.34375 -4.42404 -2.45710 0.07
H -1.67841 -3.18938 -1.24978 0.02
H -2.92944 -3.63818 -2.39495 0.09
N 0.63295 -1.14315 1.82968 0.03
C 1.61373 -1.58868 2.28719 -0.39
N 2.68206 -1.99580 2.85968 0.09
C 3.40585 -2.89694 2.21489 -0.39
N 4.05650 -3.69504 1.68336 0.10
```

Values from the calculation:
Energy above the lowest of the compared OMol25 structures with the same formula, charge and spin (kcal/mol): 0.00
Charge: +1
Frontier orbital gap (spin up / spin down) (eV): 6.978 / 8.127
Spin multiplicity: 2
HOMO energy (spin up / spin down) (Ha): -0.330 / -0.372
E (a.u.): -7886.03504
F_max (Eh/bohr): 0.01082
LUMO level (spin up / spin down) (eV): -2.01 / -2.00

The following is a DFT calculation (the ωB97M-V functional and the def2-TZVPD basis) of a cluster of 3 separate species, C25H35BrClF19INO10P3 in total.

```
96
Properties=species:S:1:pos:R:3:lowdin_charge:R:1
C 3.54624 -1.28958 1.51985 -0.16
C 2.27237 -1.65794 0.49868 -0.64
Br 2.92645 -3.33289 -0.47577 0.65
C 0.96124 -2.03869 1.30530 -0.20
C -0.43930 -1.25353 1.20902 -0.21
N -0.69224 -0.16296 2.22885 0.04
C -0.36277 1.25215 1.88236 -0.45
C 1.26390 1.50447 2.05156 -0.12
O 1.79257 1.02110 3.37251 -0.25
O 2.87500 1.72644 3.54299 -0.06
P -1.11081 2.32551 3.33448 0.75
O 0.06071 3.44084 3.97005 -0.35
Cl -1.61429 1.08343 5.00874 0.23
C -0.99266 1.76058 0.44388 -0.50
C -2.49085 2.30568 0.40796 -0.19
C -3.69577 1.58774 1.19386 -0.14
O -4.96186 2.00456 0.90446 -0.06
P -0.02669 3.34417 -0.20511 0.97
O -1.09288 4.26735 -1.29374 -0.37
O 0.09337 4.51868 1.12891 -0.35
C -0.56326 0.56435 -0.61766 -0.62
I -0.51732 1.20881 -2.75107 0.97
C -1.07843 -0.93467 -0.30868 -0.47
C -2.62765 -1.31086 -0.18018 -0.13
C -3.79800 -0.87436 -1.14691 -0.19
O -3.65672 0.31000 -2.00313 -0.15
C -4.46799 -2.02172 -2.15300 -0.16
F -4.46081 -1.55191 -3.58924 0.00
F -5.93512 -2.20685 -1.83771 -0.01
F -3.86717 -3.35049 -2.12083 0.02
P -0.37381 -2.15742 -1.65670 0.92
C -0.55641 -3.98111 -1.12584 -0.31
O -1.37117 -2.08956 -3.12096 -0.40
H 4.22529 -2.26561 1.63346 0.07
H 3.20249 -1.02636 2.60700 0.07
H 4.24784 -0.45095 1.09279 0.09
H 2.27115 -0.84486 -0.31878 0.08
H 1.25492 -1.98420 2.46800 0.14
H 0.78624 -3.21431 1.15851 0.11
H -1.19066 -2.09869 1.62596 0.17
H -0.24268 -0.53141 3.12328 0.17
H -1.72817 -0.16669 2.48127 0.12
H 1.59055 2.63183 2.03766 0.14
H 1.92374 0.97227 1.24579 0.13
H 3.69611 1.16433 3.43084 0.14
H 0.54972 2.98698 4.73779 0.09
H -2.47113 3.43806 0.79384 0.13
H -2.82609 2.41194 -0.73386 0.13
H -3.64688 0.73972 2.01572 0.12
H -1.66706 4.89089 -0.72521 0.08
H -0.02429 5.45017 0.73272 0.09
H 0.62684 0.51259 -0.43785 0.07
H -2.95466 -1.03121 0.93887 0.11
H -2.65131 -2.50758 -0.09504 0.14
H -4.73996 -0.58918 -0.45684 0.18
H -4.40135 0.96728 -1.86236 0.11
H 0.41132 -4.63277 -1.19942 0.03
H -0.98642 -4.06807 -0.01971 0.05
H -1.36613 -4.53264 -1.80750 0.08
H -0.82485 -2.50572 -3.86917 0.09
C -5.88220 1.76779 -4.89263 -0.05
C -5.00434 2.81119 -4.18479 -0.41
C -5.77244 3.88346 -3.42089 -0.29
F -6.57071 4.62320 -4.22227 0.09
F -4.91345 4.75879 -2.83260 0.09
F -4.14812 3.36108 -5.08694 0.13
F -4.21508 2.13457 -3.29181 0.05
O -6.12268 1.98741 -6.28537 0.04
C -7.20026 2.87271 -6.58747 -0.47
C -6.73808 4.14863 -7.30356 -0.26
F -5.83904 4.84151 -6.55881 0.09
F -7.78330 4.98943 -7.52927 0.10
F -7.90107 3.12493 -5.45603 0.12
F -8.03929 2.17095 -7.39692 0.14
H -5.32512 0.82218 -4.86263 0.15
H -6.80763 1.55529 -4.34466 0.15
H -6.38713 3.44472 -2.62891 0.18
H -6.27058 3.91225 -8.26361 0.18
C 9.86025 -3.57554 3.88499 -0.05
C 8.76243 -4.19112 4.76603 -0.43
C 7.61906 -4.84745 4.00106 -0.29
F 6.95048 -3.97549 3.21406 0.08
F 6.69947 -5.35928 4.86276 0.09
F 8.30391 -3.24873 5.63266 0.12
F 9.35968 -5.14841 5.54388 0.11
O 9.76790 -2.16675 3.65576 0.03
C 8.90650 -1.77646 2.58718 -0.48
C 7.70514 -0.94967 3.06413 -0.26
F 6.95312 -1.63436 3.96339 0.08
F 6.88126 -0.63978 2.02704 0.08
F 8.54637 -2.87462 1.88061 0.12
F 9.67374 -1.02862 1.74830 0.14
H 10.80302 -3.69650 4.43449 0.15
H 10.01490 -4.13373 2.95420 0.15
H 7.97876 -5.67174 3.37757 0.18
H 8.03209 -0.01896 3.53635 0.18
```

Values from the calculation:
Charge: +1
Frontier orbital gap (eV): 7.525
HOMO energy (Ha): -0.404
E (a.u.): -8033.51111
F_max (Eh/bohr): 0.16704
LUMO level (eV): -3.48

The following is a DFT calculation (the ωB97M-V functional and the def2-TZVPD basis) of a cluster of 8 separate species, C48H40N8O16 in total.

```
112
Properties=species:S:1:pos:R:3:lowdin_charge:R:1
O 1.90387 20.71888 3.40269 0.09
N 2.46942 20.50996 4.44574 -0.36
O 2.01914 20.76013 5.50406 0.10
C 3.71097 19.80281 4.42477 -0.15
C 4.33016 19.47407 5.58542 0.00
C 5.46498 18.72531 5.55444 -0.07
C 6.02941 18.42921 4.33763 -0.07
C 5.43119 18.79406 3.18322 -0.09
C 4.22132 19.41588 3.21484 0.00
H 3.86304 19.60400 6.55580 0.11
H 5.76960 18.24511 6.46863 0.11
H 6.99182 17.92570 4.33881 0.12
H 5.81738 18.54388 2.20625 0.12
H 3.71656 19.68421 2.29252 0.12
O 6.40335 20.31233 -0.53655 0.08
N 7.50168 20.17769 -0.12154 -0.40
O 8.39033 19.75545 -0.72279 0.13
C 7.72343 20.51466 1.23903 -0.19
C 8.99662 20.53877 1.67545 0.01
C 9.23029 20.92235 2.95994 -0.07
C 8.21891 21.38441 3.72188 -0.07
C 6.94203 21.47914 3.19863 -0.04
C 6.68694 21.01986 1.92124 -0.02
H 9.75296 20.21907 0.97440 0.13
H 10.26476 21.03306 3.25939 0.12
H 8.44431 21.84706 4.67614 0.11
H 6.13750 21.87550 3.80911 0.12
H 5.69196 20.91352 1.51363 0.11
O 6.57090 15.45762 9.59384 0.05
N 6.88360 15.56165 8.37889 -0.25
O 8.05309 15.90824 7.90905 0.03
C 5.81874 15.25107 7.40818 -0.18
C 4.56408 14.86944 7.83450 -0.01
C 3.55223 14.68970 6.89633 -0.06
C 3.83293 14.73186 5.54926 -0.06
C 5.10868 15.04006 5.13604 -0.06
C 6.07140 15.33679 6.07471 -0.04
H 4.34749 14.88055 8.89824 0.12
H 2.55518 14.55131 7.29993 0.11
H 3.01160 14.55921 4.86563 0.11
H 5.35065 15.03392 4.08514 0.11
H 7.08312 15.55408 5.73842 0.13
O 6.57458 17.56439 12.30068 0.12
N 6.22591 18.68949 12.39275 -0.36
O 6.56700 19.48087 13.27853 0.06
C 5.30830 19.16382 11.38192 -0.16
C 4.98190 20.49664 11.37928 -0.02
C 4.19725 20.98172 10.39357 -0.09
C 3.58471 20.09324 9.53016 -0.07
C 4.02051 18.78340 9.43805 -0.07
C 4.87372 18.32831 10.39597 -0.01
H 5.33864 21.08819 12.21714 0.13
H 4.07838 22.04894 10.27207 0.11
H 2.86523 20.46379 8.80038 0.11
H 3.73522 18.11695 8.63853 0.11
H 5.22330 17.30092 10.33353 0.10
O 8.57672 12.92552 -0.00162 0.10
N 7.59996 13.59878 -0.01228 -0.43
O 6.66654 13.37815 0.60875 0.13
C 7.59762 14.79796 -0.77942 -0.19
C 6.57598 15.70599 -0.67155 0.01
C 6.58583 16.88402 -1.39819 -0.08
C 7.60245 17.14256 -2.26726 -0.08
C 8.63366 16.20454 -2.38549 -0.04
C 8.66031 15.07371 -1.55855 -0.01
H 5.65877 15.44205 -0.15245 0.13
H 5.70068 17.49908 -1.32442 0.10
H 7.58139 18.07017 -2.82385 0.11
H 9.52162 16.37683 -2.98588 0.11
H 9.43882 14.32920 -1.69406 0.13
O -2.15596 26.62787 2.99295 0.09
N -1.46227 25.64328 2.91062 -0.33
O -0.98393 25.18878 1.84027 0.04
C -1.12362 24.94996 4.15795 -0.18
C -0.78325 23.62668 4.10337 0.00
C -0.37371 22.95524 5.26698 -0.05
C -0.45444 23.63555 6.47992 -0.07
C -0.75429 25.00237 6.52124 -0.06
C -1.10613 25.64693 5.32833 -0.01
H -0.61438 23.10126 3.16832 0.11
H -0.06446 21.92622 5.35913 0.08
H -0.21157 23.18502 7.44390 0.11
H -0.79178 25.49459 7.48066 0.10
H -1.40360 26.69368 5.32014 0.12
O 5.93980 21.47250 7.90279 0.10
N 7.07458 21.16749 7.84291 -0.39
O 7.50032 20.45201 7.01919 0.10
C 7.98320 21.67877 8.85063 -0.16
C 9.24840 21.11894 8.94916 0.01
C 10.14516 21.66695 9.86594 -0.06
C 9.75766 22.75794 10.62230 -0.06
C 8.46925 23.31416 10.45503 -0.05
C 7.54336 22.64339 9.70372 -0.02
H 9.54906 20.29591 8.32011 0.12
H 11.07696 21.13973 10.04384 0.11
H 10.35636 23.22266 11.40116 0.11
H 8.23147 24.16953 11.07138 0.11
H 6.51548 22.97610 9.65176 0.12
O 2.87526 17.54928 -0.39825 0.06
N 1.90911 18.20813 -0.04420 -0.36
O 0.86372 17.76353 0.35582 0.09
C 2.02818 19.63933 -0.11574 -0.17
C 1.02618 20.44809 0.41970 -0.01
C 1.14689 21.80919 0.34352 -0.07
C 2.34480 22.37372 -0.08740 -0.03
C 3.40482 21.51636 -0.50571 -0.06
C 3.23340 20.16759 -0.46422 -0.05
H 0.15477 19.97034 0.85332 0.13
H 0.33090 22.41859 0.71808 0.11
H 2.52241 23.44364 -0.08536 0.11
H 4.30365 21.96771 -0.90587 0.10
H 4.04453 19.52532 -0.78778 0.10
```

Values from the calculation:
Energy above the lowest of the compared OMol25 structures with the same formula, charge and spin (kcal/mol): 67.22
Charge: 0
Frontier orbital gap (eV): 8.678
HOMO energy (Ha): -0.363
E (a.u.): -3494.17107
F_max (Eh/bohr): 0.14155
LUMO level (eV): -1.21

What is the formula in the first record?
C46H53N14O3Se2TeY